Here is a 12-piece molecular cluster, C16H54F6O11P overall in a non-equilibrium geometry from the Open Molecules 2025 dataset. Energies are from ωB97M-V with the def2-TZVPD basis set.

The geometry in ORCA input format:
```
! RIJCOSX wB97M-V def2-TZVPD def2/J DEFGRID3
* xyz -1 1
P -7.220 13.632 11.134
F -8.065 14.196 9.876
F -6.025 14.689 10.807
F -7.902 14.700 12.108
F -6.357 13.039 12.357
F -8.401 12.558 11.426
F -6.521 12.550 10.129
C -11.624 14.771 10.682
O -12.344 13.561 10.496
H -10.550 14.587 10.690
H -11.829 15.461 9.849
H -12.005 15.297 11.557
H -11.696 12.881 10.262
C -6.081 15.852 14.407
O -5.351 14.651 14.471
H -7.102 15.724 14.786
H -5.585 16.609 15.016
H -6.160 16.257 13.391
H -5.782 14.003 13.897
C -5.687 8.968 10.079
O -5.168 10.118 9.430
H -5.275 8.068 9.621
H -5.431 8.940 11.141
H -6.772 8.938 9.928
H -5.694 10.861 9.752
C -5.050 13.564 7.145
O -5.105 12.958 5.836
H -5.633 14.481 7.210
H -5.346 12.800 7.858
H -3.994 13.771 7.363
H -4.944 13.662 5.201
C -9.481 9.471 6.075
C -8.523 9.548 7.258
C -7.868 10.901 7.393
O -9.288 9.343 8.489
H -10.363 10.077 6.267
H -9.746 8.441 5.827
H -8.991 9.884 5.186
H -7.789 8.737 7.246
H -7.524 11.050 8.416
H -8.562 11.727 7.201
H -7.053 11.078 6.691
H -9.483 8.405 8.564
C -11.357 18.306 12.373
C -10.124 18.875 11.695
C -9.145 17.769 11.353
O -10.524 19.459 10.433
H -11.059 17.818 13.308
H -11.892 17.609 11.737
H -12.048 19.093 12.692
H -9.603 19.644 12.272
H -8.340 17.978 10.647
H -9.669 16.901 10.942
H -8.642 17.426 12.262
H -11.105 20.207 10.604
C -3.168 17.908 13.287
C -2.427 17.008 12.324
C -3.084 15.644 12.189
O -2.293 17.620 11.046
H -4.238 18.010 13.065
H -2.766 18.925 13.307
H -3.165 17.569 14.327
H -1.418 16.862 12.718
H -4.083 15.731 11.755
H -3.199 15.100 13.128
H -2.499 14.997 11.533
H -3.162 17.949 10.786
C -10.922 11.888 13.612
C -9.940 12.710 14.443
C -10.238 14.192 14.412
O -10.028 12.322 15.830
H -10.675 10.828 13.631
H -10.870 12.233 12.578
H -11.944 12.096 13.931
H -8.926 12.509 14.086
H -10.013 14.613 13.428
H -9.546 14.743 15.052
H -11.288 14.364 14.645
H -9.753 11.404 15.906
O -10.551 11.419 9.843
H -9.796 11.852 10.263
H -10.146 10.695 9.328
O -5.465 16.978 9.083
H -6.346 16.774 8.733
H -5.282 16.237 9.673
O -8.057 16.127 7.835
H -8.771 16.761 7.964
H -8.225 15.425 8.482
*
```

Properties
* HOMO energy: -7.43 eV

Here is a 2-piece molecular cluster, CH4S2 overall in a non-equilibrium geometry from the Open Molecules 2025 dataset. Energies are from ωB97M-V with the def2-TZVPD basis set.

The geometry in ORCA input format:
```
! RIJCOSX wB97M-V def2-TZVPD def2/J DEFGRID3
* xyz 0 1
C -0.845 -0.468 0.045
S 1.235 2.698 0.847
S -1.511 1.196 -0.063
H -0.680 -0.857 -0.956
H -1.555 -1.091 0.582
H 0.092 -0.420 0.587
H 1.797 2.457 -0.334
*
```

Properties
* HOMO energy (spin up / spin down): -9.32 / -9.36 eV

Here is C4H8ClF2N5O as an isolated structure in a non-equilibrium geometry from the Open Molecules 2025 dataset. Energies are from ωB97M-V with the def2-TZVPD basis set.

The geometry in ORCA input format:
```
! RIJCOSX wB97M-V def2-TZVPD def2/J DEFGRID3
* xyz 2 1
C -1.435 -1.611 -0.109
C -0.720 0.120 1.350
C -0.397 0.370 -1.067
C 2.220 -0.047 -0.583
N -0.434 0.838 0.277
N -1.168 -0.854 -1.178
N -1.299 -1.120 1.175
N -0.458 0.460 2.602
N -0.341 1.255 -2.009
O 1.163 -0.699 -0.917
F 2.118 0.317 0.774
F 2.237 1.167 -1.188
Cl 3.761 -0.899 -0.709
H -1.881 -2.655 -0.356
H 0.193 1.567 0.645
H -1.215 -1.072 -2.172
H -1.807 -1.617 1.939
H 0.108 1.267 2.876
H -0.461 -0.114 3.439
H -0.309 2.245 -1.903
H 0.125 1.083 -2.885
*
```

Properties
* HOMO energy: -17.39 eV

Here is C35H40CoN5O2P as an isolated structure from the Open Molecules 2025 dataset. Energies are from ωB97M-V with the def2-TZVPD basis set.

The geometry in ORCA input format:
```
! RIJCOSX wB97M-V def2-TZVPD def2/J DEFGRID3
* xyz 2 2
Co 0.659 -0.773 0.187
N -2.579 -1.079 0.862
C -2.756 -2.455 1.464
C -1.872 -2.590 2.699
C -0.392 -2.925 2.460
N 0.422 -1.739 2.080
C -0.246 -4.048 1.437
C -0.993 -3.787 0.130
N -0.330 -2.693 -0.613
C -2.472 -3.504 0.397
H -2.857 -0.320 1.511
H -3.104 -0.976 -0.007
H -1.574 -0.976 0.649
H -3.805 -2.496 1.758
H -2.283 -3.429 3.265
H -1.985 -1.719 3.352
H -0.018 -3.293 3.420
H 1.407 -2.002 2.139
H 0.315 -1.030 2.802
H -0.623 -4.970 1.882
H 0.811 -4.229 1.226
H -0.956 -4.706 -0.463
H -0.727 -2.592 -1.544
H 0.640 -2.964 -0.772
H -2.919 -4.435 0.752
H -3.002 -3.265 -0.530
C -0.345 -1.845 -5.514
C 0.523 -2.414 -4.592
C 0.849 -1.724 -3.436
C 0.309 -0.459 -3.185
C -0.535 0.117 -4.133
C -0.864 -0.579 -5.286
P 0.848 0.353 -1.650
C -0.095 1.892 -1.455
C 0.534 3.106 -1.194
C -0.217 4.225 -0.863
C -1.599 4.141 -0.784
C -2.237 2.934 -1.041
C -1.489 1.818 -1.373
C 2.610 0.656 -1.809
C 3.275 1.503 -2.664
C 4.676 1.455 -2.723
C 5.374 0.532 -1.989
C 4.715 -0.385 -1.142
C 5.394 -1.406 -0.438
C 4.678 -2.297 0.307
C 3.276 -2.185 0.421
C 2.542 -1.186 -0.193
C 3.306 -0.304 -1.023
H -0.598 -2.380 -6.420
H 0.958 -3.385 -4.784
H 1.568 -2.148 -2.742
H -0.925 1.116 -3.987
H -1.517 -0.122 -6.018
H 1.613 3.179 -1.245
H 0.280 5.169 -0.680
H -2.183 5.019 -0.540
H -3.316 2.873 -0.997
H -1.991 0.885 -1.610
H 2.736 2.198 -3.297
H 5.202 2.136 -3.378
H 6.453 0.481 -2.071
H 6.470 -1.483 -0.519
H 5.183 -3.100 0.827
H 2.798 -2.948 1.034
O -4.492 4.172 4.654
C -4.325 3.759 3.337
N -2.906 3.580 3.026
C -2.375 2.458 2.539
O -3.032 1.457 2.231
C -0.878 2.423 2.363
C 0.112 3.312 2.776
C 1.438 3.011 2.486
C 1.752 1.846 1.792
N 0.802 0.998 1.401
C -0.452 1.306 1.686
H -4.495 3.418 5.252
H -4.725 4.554 2.708
H -4.823 2.819 3.104
H -2.301 4.348 3.272
H -0.114 4.218 3.325
H 2.230 3.675 2.800
H 2.770 1.579 1.538
H -1.210 0.625 1.353
*
```

Properties
* HOMO energy (spin up / spin down): -12.55 / -12.51 eV

Here is C22H64BF3HgNO10S as an isolated structure in a non-equilibrium geometry from the Open Molecules 2025 dataset. Energies are from ωB97M-V with the def2-TZVPD basis set.

The geometry in ORCA input format:
```
! RIJCOSX wB97M-V def2-TZVPD def2/J DEFGRID3
* xyz 1 1
Hg 0.822 3.415 1.930
N -3.247 1.365 0.983
H -2.673 1.018 0.171
H -3.375 0.554 1.590
H -4.163 1.699 0.687
H -2.685 2.123 1.408
B -1.415 3.337 2.464
H -0.807 2.351 2.654
H -1.449 3.530 1.321
H -2.471 3.191 2.899
H -0.900 4.210 3.060
C 0.321 -0.998 0.467
F 1.574 -1.147 0.846
F -0.007 -1.936 -0.404
F -0.506 -1.040 1.506
S 0.142 0.658 -0.425
O 1.016 0.609 -1.579
O -1.277 0.747 -0.782
O 0.599 1.658 0.555
C 3.866 -4.773 3.726
C 4.094 -3.294 3.893
C 3.379 -2.434 2.850
O 3.659 -2.895 5.198
H 4.149 -5.066 2.707
H 2.857 -5.157 3.875
H 4.520 -5.326 4.401
H 5.164 -3.085 3.906
H 2.310 -2.645 2.913
H 3.700 -2.648 1.828
H 3.546 -1.372 3.015
H 2.692 -2.905 5.246
C 4.912 2.737 -0.326
C 3.712 2.159 0.413
C 4.057 1.127 1.471
O 3.014 3.240 1.095
H 5.602 3.209 0.384
H 4.599 3.495 -1.040
H 5.477 1.912 -0.756
H 3.025 1.756 -0.330
H 4.937 1.418 2.068
H 4.422 0.172 1.087
H 3.346 0.970 2.283
H 3.690 3.847 1.429
C -3.504 -2.241 -0.613
C -3.755 -3.511 0.167
C -2.475 -4.243 0.537
O -4.336 -3.065 1.413
H -2.618 -1.721 -0.233
H -4.284 -1.489 -0.496
H -3.266 -2.437 -1.659
H -4.496 -4.191 -0.263
H -1.685 -3.648 0.998
H -2.061 -4.683 -0.379
H -2.657 -5.037 1.263
H -4.897 -3.730 1.817
C 1.597 4.534 -2.171
C 0.350 4.951 -1.388
C -0.902 4.194 -1.768
O 0.656 4.822 0.036
H 1.570 4.477 -3.261
H 1.967 3.558 -1.850
H 2.389 5.276 -2.012
H 0.201 6.034 -1.452
H -0.677 3.128 -1.692
H -1.240 4.394 -2.782
H -1.707 4.446 -1.077
H 1.201 5.597 0.212
C 1.013 -0.641 -4.822
C 1.912 0.570 -4.959
C 1.083 1.867 -5.030
O 2.705 0.693 -3.776
H 0.146 -0.474 -4.180
H 1.609 -1.464 -4.423
H 0.579 -0.975 -5.769
H 2.532 0.509 -5.850
H 0.555 2.144 -4.116
H 0.372 1.989 -5.855
H 1.775 2.698 -5.219
H 2.082 0.691 -3.030
C -0.838 -5.054 3.942
C -0.262 -3.626 3.972
C -1.375 -2.628 4.273
O 0.792 -3.589 4.910
H -1.584 -5.191 4.731
H -0.046 -5.783 4.107
H -1.325 -5.285 2.994
H 0.068 -3.396 2.955
H -2.136 -2.773 3.501
H -1.087 -1.577 4.239
H -1.803 -2.852 5.253
H 0.410 -3.698 5.789
C -2.681 1.013 -4.423
C -4.205 1.179 -4.297
C -4.794 0.461 -3.096
O -4.553 2.548 -4.123
H -2.266 1.877 -4.943
H -2.390 0.127 -4.990
H -2.263 0.893 -3.421
H -4.707 0.802 -5.198
H -4.242 -0.479 -2.968
H -5.843 0.227 -3.263
H -4.669 0.923 -2.114
H -4.158 3.070 -4.831
*
```

Properties
* HOMO energy: -11.34 eV

Here is the molecule C2H5N3O in a non-equilibrium geometry from the Open Molecules 2025 dataset. Energies are from ωB97M-V with the def2-TZVPD basis set.

The geometry in ORCA input format:
```
! RIJCOSX wB97M-V def2-TZVPD def2/J DEFGRID3
* xyz 0 1
C 2.476 -0.513 0.013
N 1.247 -0.340 0.079
N 0.628 0.772 -0.152
C -0.766 1.003 0.011
N -1.772 0.250 0.274
O -1.799 -1.058 -0.208
H 3.281 0.168 -0.011
H 2.591 -1.685 0.357
H 1.054 1.615 -0.356
H -0.942 2.135 0.029
H -2.569 -1.485 0.091
*
```

Properties
* SMILES string: C=NN/C=N\O
* HOMO energy: -8.37 eV

Here is the molecule C12H15NO5S in a non-equilibrium geometry from the Open Molecules 2025 dataset. Energies are from ωB97M-V with the def2-TZVPD basis set.

The geometry in ORCA input format:
```
! RIJCOSX wB97M-V def2-TZVPD def2/J DEFGRID3
* xyz 0 1
C 4.284 2.565 0.373
O 3.315 1.524 0.365
C 3.717 0.303 -0.001
O 4.843 0.028 -0.333
C 2.603 -0.685 0.042
C 2.860 -1.989 -0.381
C 1.858 -2.942 -0.366
C 0.587 -2.599 0.073
C 0.342 -1.305 0.492
S -1.290 -0.831 1.064
O -1.185 -0.268 2.377
O -2.178 -1.944 0.869
N -1.595 0.429 -0.003
C -2.053 -0.004 -1.308
C -3.568 -0.237 -1.312
O -4.256 0.904 -0.848
C -3.862 1.237 0.465
C -2.363 1.542 0.523
C 1.330 -0.342 0.486
H 4.388 2.930 1.395
H 5.241 2.188 0.009
H 3.924 3.367 -0.271
H 3.857 -2.231 -0.717
H 2.063 -3.950 -0.692
H -0.221 -3.313 0.100
H -1.525 -0.924 -1.560
H -1.790 0.777 -2.030
H -3.929 -0.419 -2.326
H -3.794 -1.102 -0.674
H -4.451 2.110 0.748
H -4.082 0.403 1.148
H -2.041 1.700 1.551
H -2.133 2.424 -0.083
H 1.103 0.655 0.827
*
```

Properties
* SMILES string: COC(=O)c1cccc(S(=O)(=O)N2CCOCC2)c1
* HOMO energy: -9.20 eV

Here is the molecule C4H7BrN2 in a non-equilibrium geometry from the Open Molecules 2025 dataset. Energies are from ωB97M-V with the def2-TZVPD basis set.

The geometry in ORCA input format:
```
! RIJCOSX wB97M-V def2-TZVPD def2/J DEFGRID3
* xyz 0 1
C 0.481 0.719 -2.146
N 0.142 0.625 -0.933
C -0.848 -0.291 -0.439
Br -2.165 -0.969 -1.771
C -0.130 -1.273 0.465
N 0.475 -0.973 1.521
C 0.538 0.369 2.010
H 0.243 0.116 -3.077
H 1.104 1.636 -2.453
H -1.414 0.394 0.340
H -0.182 -2.276 0.082
H -0.484 0.726 2.263
H 1.195 0.309 2.824
H 1.044 0.889 1.313
*
```

Properties
* SMILES string: C=N[C@@H](Br)/C=N\C
* HOMO energy: -9.42 eV

Here is a 2-piece molecular cluster, C5H6F5I overall in a non-equilibrium geometry from the Open Molecules 2025 dataset. Energies are from ωB97M-V with the def2-TZVPD basis set.

The geometry in ORCA input format:
```
! RIJCOSX wB97M-V def2-TZVPD def2/J DEFGRID3
* xyz 0 1
F -1.168 0.497 -0.973
C -1.967 1.216 -0.152
F -2.846 1.901 -0.937
C -2.668 0.295 0.766
F -1.643 -0.269 1.521
F -3.376 1.025 1.609
I -3.833 -1.305 -0.045
H -1.338 1.853 0.362
C 3.117 0.200 -0.739
C 2.156 -0.215 0.053
C 1.409 -1.504 -0.049
F 1.660 0.659 0.929
H 3.601 -0.299 -1.545
H 3.320 1.322 -0.604
H 0.814 -1.448 -0.916
H 2.061 -2.305 -0.167
H 0.699 -1.623 0.889
*
```

Properties
* SMILES string: FC(F)C(F)(F)I.C=C(C)F
* HOMO energy: -9.51 eV

Here is a 9-piece molecular cluster, C23H62ClO26S8 overall in a non-equilibrium geometry from the Open Molecules 2025 dataset. Energies are from ωB97M-V with the def2-TZVPD basis set.

The geometry in ORCA input format:
```
! RIJCOSX wB97M-V def2-TZVPD def2/J DEFGRID3
* xyz -1 1
Cl -4.392 -26.821 -11.055
O -2.987 -26.989 -11.300
O -4.786 -27.681 -9.958
O -4.524 -25.398 -10.698
O -5.115 -27.103 -12.253
O -10.636 -26.552 -9.484
S -9.383 -26.255 -10.173
O -9.031 -26.820 -11.462
O -9.230 -24.599 -10.217
C -8.123 -24.067 -10.983
C -8.539 -22.695 -11.436
C -8.112 -26.639 -8.962
H -7.856 -24.741 -11.798
H -7.211 -24.023 -10.383
H -7.792 -22.130 -11.987
H -8.992 -22.100 -10.640
H -9.434 -22.819 -12.053
H -8.127 -27.691 -8.687
H -8.189 -26.012 -8.075
H -7.155 -26.358 -9.403
O -1.215 -28.552 -16.724
S -2.088 -27.914 -15.762
O -1.972 -26.501 -15.423
O -3.618 -28.273 -16.316
C -4.634 -27.404 -15.822
C -5.477 -27.010 -17.052
C -2.059 -28.925 -14.284
H -4.261 -26.499 -15.342
H -5.213 -27.896 -15.038
H -6.162 -27.807 -17.341
H -4.782 -26.787 -17.860
H -6.056 -26.103 -16.873
H -1.898 -29.986 -14.448
H -2.997 -28.713 -13.769
H -1.295 -28.515 -13.622
O -4.643 -29.250 -4.636
S -4.686 -28.489 -5.860
O -5.850 -28.671 -6.726
O -4.631 -26.867 -5.435
C -4.666 -25.907 -6.504
C -4.505 -24.444 -6.013
C -3.087 -28.638 -6.809
H -5.647 -25.972 -6.982
H -3.976 -26.101 -7.327
H -3.437 -24.259 -5.895
H -4.931 -24.355 -5.013
H -4.999 -23.754 -6.693
H -2.887 -29.708 -6.833
H -2.307 -28.032 -6.354
H -3.321 -28.231 -7.793
O -3.417 -17.524 -11.214
S -3.742 -18.801 -11.781
O -2.823 -19.711 -12.464
O -4.489 -19.687 -10.614
C -4.949 -21.029 -10.955
C -4.643 -21.867 -9.732
C -5.210 -18.549 -12.837
H -4.462 -21.510 -11.802
H -6.021 -20.930 -11.124
H -3.590 -21.672 -9.525
H -4.786 -22.932 -9.921
H -5.218 -21.668 -8.827
H -6.014 -18.216 -12.183
H -5.517 -19.403 -13.438
H -5.002 -17.728 -13.523
O 3.221 -30.927 -10.183
S 3.966 -29.713 -10.388
O 5.174 -29.712 -11.158
O 2.924 -28.577 -10.946
C 1.541 -28.786 -10.741
C 0.866 -27.417 -10.766
C 4.329 -29.021 -8.726
H 1.249 -29.238 -9.792
H 1.032 -29.379 -11.502
H 1.402 -26.785 -10.060
H -0.224 -27.372 -10.718
H 0.891 -26.964 -11.763
H 3.487 -28.510 -8.260
H 5.233 -28.420 -8.790
H 4.509 -29.814 -7.998
O -6.852 -32.707 -11.684
S -6.690 -31.342 -12.136
O -5.523 -30.917 -12.910
O -7.939 -31.049 -13.116
C -8.368 -29.801 -13.645
C -9.138 -30.037 -14.919
C -6.946 -30.158 -10.791
H -7.563 -29.070 -13.754
H -8.981 -29.428 -12.821
H -10.139 -30.401 -14.691
H -8.644 -30.731 -15.601
H -9.214 -29.134 -15.526
H -7.997 -30.201 -10.500
H -6.892 -29.133 -11.162
H -6.283 -30.312 -9.944
O -1.643 -31.880 -8.233
S -2.722 -32.418 -9.039
O -2.575 -33.601 -9.866
O -4.029 -32.552 -8.046
C -4.778 -33.793 -8.087
C -3.967 -35.022 -7.620
C -3.359 -31.078 -10.070
H -5.116 -33.975 -9.108
H -5.634 -33.657 -7.430
H -4.641 -35.839 -7.353
H -3.538 -34.775 -6.646
H -3.221 -35.375 -8.325
H -2.452 -30.651 -10.497
H -3.896 -30.347 -9.471
H -3.941 -31.530 -10.872
C 0.702 -24.117 -7.421
S -0.617 -25.259 -8.023
O -1.282 -25.909 -6.818
C -1.722 -23.969 -8.644
H 1.053 -23.607 -8.317
H 1.512 -24.758 -7.073
H 0.339 -23.543 -6.570
H -1.313 -22.996 -8.916
H -2.362 -23.884 -7.763
H -2.337 -24.230 -9.506
*
```

Properties
* HOMO energy: -7.57 eV

no.,calculated total energy (eV)
1,-65592.6601
2,-22769.0910
3,-31714.7542
4,-95393.9106
5,-69647.1057
6,-8668.1455
7,-35249.5507
8,-77281.7211
9,-26968.9447
10,-177285.7386